(1)
76
Properties=species:S:1:pos:R:3 method="wB97M-V/def2-TZVPD" spin_multiplicity=1 e_homo_ha=-0.2375 homo_lumo_gap_ha=0.04390
Br 4.379 -10.988 5.686
Br 1.268 -5.671 2.962
Br -0.677 -4.253 5.089
Br 2.474 -4.460 5.685
P -4.730 -3.524 -5.275
Mg 2.144 -5.277 -2.245
F 0.280 -5.148 -1.633
F -6.164 -4.169 -4.925
F 2.028 1.183 -0.116
F -4.159 -4.352 -4.015
F -3.584 -2.559 -4.673
F -4.298 -2.959 -6.721
F -5.708 -2.248 -5.175
F 0.910 -6.355 0.048
F -4.456 -4.852 -6.145
O 0.220 5.346 -0.801
O -0.512 -2.475 -0.375
O 0.190 -11.011 2.547
N 0.155 -1.014 -2.158
N 0.235 6.225 0.168
N 1.275 -0.681 -1.406
C -0.618 -2.122 -1.583
C 0.503 -1.182 -3.587
C 0.941 -5.293 4.836
C 1.432 8.081 2.127
C -1.412 -9.431 1.760
C -0.179 -9.839 2.512
C -1.681 -2.900 -2.483
C 1.622 8.263 0.623
C 2.176 5.106 1.362
C 0.689 6.799 2.498
C 0.547 7.597 -0.265
C -0.197 4.564 1.921
C -0.005 1.576 -1.445
C 0.751 5.682 1.433
C 1.034 7.762 -1.720
C 0.860 0.504 -0.607
C -0.784 8.369 -0.135
C 0.586 -8.762 3.220
Be 1.734 -10.989 4.635
Be 2.548 -2.275 -3.127
H -1.170 8.352 0.887
H 0.310 7.382 -2.444
H 2.241 4.272 0.658
H 1.678 9.336 0.404
H 1.185 8.820 -1.956
H 2.607 7.868 0.353
H 1.184 -0.284 -3.841
H 0.936 -8.020 2.500
H -1.552 7.939 -0.782
H 1.987 7.252 -1.884
H 2.414 8.094 2.609
H 0.784 -6.249 5.333
H 2.477 4.719 2.341
H -1.148 -8.718 0.974
H -0.663 9.418 -0.421
H -0.150 3.678 1.284
H 2.923 5.845 1.066
H 0.888 8.937 2.539
H -1.863 -10.311 1.298
H -0.048 -8.289 3.972
H 0.528 1.899 -2.411
H 0.065 4.248 2.935
H 1.120 -2.160 -3.827
H -1.217 -3.800 -3.000
H -0.437 -1.083 -4.222
H 0.209 0.146 0.266
H -1.235 4.910 1.943
H -2.187 -2.190 -3.211
H -0.360 7.058 2.681
H 1.456 -9.207 3.719
H -2.494 -3.280 -1.775
H -0.134 2.485 -0.744
H -2.134 -8.986 2.447
H -1.079 1.214 -1.650
H 1.064 6.433 3.458



(2)
19
Properties=species:S:1:pos:R:3 method="wB97M-V/def2-TZVPD" spin_multiplicity=1 e_homo_ha=-0.3134 homo_lumo_gap_ha=0.32918 relative_energy_kj_mol=99.3 smiles=Oc1ccccc1.O.O
O 3.089 -0.282 -0.719
O 0.898 0.123 -2.906
O -1.006 1.485 -1.231
C -1.051 -0.741 2.177
C -0.588 0.580 2.248
C -0.659 1.388 1.142
C -1.276 -0.551 -0.229
C -0.965 0.778 -0.102
C -1.267 -1.323 0.915
H 1.380 -0.685 -2.564
H -0.437 1.085 -1.883
H -0.470 1.101 3.158
H 2.355 -0.160 -0.035
H -0.621 2.396 0.948
H -1.621 -2.347 0.684
H 3.492 -1.120 -0.598
H 1.685 0.720 -2.800
H -1.569 -1.080 -1.181
H -1.368 -1.367 2.975



(3)
24
Properties=species:S:1:pos:R:3 method="wB97M-V/def2-TZVPD" spin_multiplicity=1 e_homo_ha=-0.3060 homo_lumo_gap_ha=0.33707 relative_energy_kj_mol=87.6 smiles="C#C/C=C(/C)O[Si](C)(C)C"
Si 0.003 -0.293 -0.732
O 0.358 -0.585 0.941
C -1.739 -0.013 -1.144
C 0.504 -2.208 -1.306
C 0.240 -0.501 3.324
C -0.862 2.787 -0.259
C -0.713 2.300 0.805
C 0.027 0.251 1.961
C -0.381 1.533 1.909
C 1.354 1.004 -1.166
H 2.029 1.396 -0.383
H -2.530 -0.758 -1.069
H -1.198 3.376 -0.986
H -1.873 0.404 -2.100
H 1.049 -2.251 -2.278
H -0.478 -0.383 4.066
H -0.389 2.053 2.921
H 1.270 -2.518 -0.575
H -2.166 0.596 -0.271
H 1.116 0.019 3.700
H 2.140 0.531 -1.886
H 0.583 -1.443 2.982
H 0.898 1.858 -1.718
H -0.232 -3.004 -1.347



(4)
92
Properties=species:S:1:pos:R:3 method="wB97M-V/def2-TZVPD" spin_multiplicity=1 e_homo_ha=-0.3553 homo_lumo_gap_ha=0.35593
Br 5.364 2.130 -2.025
P 4.278 1.044 0.516
F 5.175 2.889 2.790
F 1.745 1.020 3.298
O -1.538 -2.247 4.163
O 3.270 3.953 2.410
O -0.757 6.706 5.379
O 0.354 1.415 -3.522
O -2.664 1.846 4.197
O -1.432 -0.945 -6.852
O 1.217 1.798 1.313
O -6.833 -3.550 5.945
O 4.269 -5.784 -4.620
O 1.123 -1.256 -3.869
O 3.190 -0.115 0.138
N 3.467 1.669 2.005
C 3.516 -6.626 -5.492
C -0.909 1.644 -4.132
C -6.410 -3.521 4.584
C -1.932 0.595 -3.739
C -2.665 -0.938 -7.566
C 3.893 2.942 2.409
C -0.981 3.585 4.500
C 2.013 -2.144 -4.551
C 0.954 8.412 5.742
C 2.052 1.537 2.103
C 2.062 3.468 -2.180
C 0.288 7.144 6.243
C 3.856 2.306 -0.776
C -1.606 2.312 5.033
C 2.551 2.145 -1.552
C -3.630 -1.987 -7.046
C -1.047 -2.295 5.501
C 4.095 -8.025 -5.578
C -5.025 -2.924 4.426
C -1.971 -1.566 6.456
C 1.656 -3.597 -4.310
H 5.165 -5.736 -4.969
H -3.825 -1.829 -5.985
H 1.734 8.743 6.429
H -1.032 -1.813 -6.957
H 1.178 -1.439 -2.924
H 1.722 -3.840 -3.247
H 0.632 -3.794 -4.630
H -2.899 0.797 -4.204
H 2.715 1.440 -2.366
H 5.113 -7.998 -5.974
H -3.080 0.060 -7.436
H -0.371 6.536 4.514
H 2.507 -6.657 -5.083
H -4.299 -3.486 5.013
H 1.026 3.656 -1.905
H 3.959 3.312 -0.371
H -0.177 7.313 7.213
H 1.031 6.346 6.358
H -2.476 -1.089 -8.634
H -0.969 -3.350 5.762
H -0.794 1.664 -5.221
H -0.563 3.408 3.504
H -2.061 -0.515 6.171
H 2.648 4.320 -1.825
H -4.707 -2.932 3.383
H -0.846 1.526 5.122
H 0.218 9.210 5.638
H -0.183 3.936 5.155
H 1.932 -1.894 -5.608
H -7.138 -2.961 3.986
H 2.117 3.432 -3.266
H -2.298 1.693 3.320
H 3.659 -0.958 0.230
H 1.408 8.249 4.762
H -2.041 2.475 6.018
H -1.728 4.372 4.412
H -2.063 0.577 -2.655
H -2.970 -2.000 6.422
H 3.041 -1.945 -4.234
H 3.493 -8.659 -6.229
H -1.235 2.634 -3.807
H -1.607 -1.319 3.915
H -6.845 -2.644 6.268
H 0.676 0.547 -3.812
H 1.776 1.738 -0.922
H 3.463 -6.174 -6.489
H -4.577 -1.952 -7.585
H -5.007 -1.891 4.783
H -1.599 -0.395 -4.054
H -0.041 -1.862 5.538
H -6.423 -4.556 4.244
H 2.334 -4.254 -4.848
H -1.605 -1.613 7.483
H 4.137 -8.479 -4.588
H -3.209 -2.990 -7.160



(5)
57
Properties=species:S:1:pos:R:3 method="wB97M-V/def2-TZVPD" spin_multiplicity=1 e_homo_ha=-0.3400 homo_lumo_gap_ha=0.36380 relative_energy_kj_mol=42.6 smiles="CCOC(=O)[C@H]1CN(S(=O)(=O)c2ccc(C)cc2)CCN1S(=O)(=O)c1ccc(C)cc1"
S 0.339 -1.244 -0.264
S 2.590 3.245 1.157
O 1.071 -1.883 0.794
O 2.096 4.445 0.551
O 3.966 3.189 1.554
O -0.811 -0.249 -2.744
O -0.774 -0.414 0.124
O -1.269 1.762 -1.860
N 1.436 -0.353 -1.197
N 2.351 2.005 0.048
C -0.152 1.820 4.494
C 1.002 1.957 -0.467
C -2.668 1.620 -2.141
C 0.212 3.148 2.514
C -0.631 2.669 3.502
C -3.416 1.341 -0.846
C -1.561 -2.841 -1.440
C 0.709 -3.177 -2.158
C -0.487 0.732 -2.122
C 0.286 -4.181 -3.009
C -1.976 -3.848 -2.295
C -0.222 -2.514 -1.383
C 1.196 1.473 4.491
C 2.782 -0.272 -0.665
C -1.504 -5.604 -4.030
C 0.933 0.942 -1.612
C -1.075 1.268 5.535
C 2.044 1.946 3.507
C 1.543 2.780 2.526
C 2.844 0.721 0.494
C -1.060 -4.528 -3.088
H 1.554 1.285 -2.450
H -2.937 0.510 -0.333
H -0.551 1.107 6.474
H -4.452 1.094 -1.060
H 1.005 -4.703 -3.623
H -1.469 0.308 5.200
H -0.139 3.817 1.744
H -0.849 -6.470 -3.959
H 3.056 -1.266 -0.312
H 3.093 1.695 3.494
H -2.524 -5.914 -3.818
H -3.381 2.211 -0.196
H -2.259 -2.299 -0.823
H -2.799 0.800 -2.854
H -1.463 -5.239 -5.056
H 0.753 2.959 -0.816
H 3.869 0.874 0.833
H -1.674 2.952 3.500
H -3.024 -4.105 -2.348
H 3.447 0.040 -1.474
H -1.915 1.937 5.706
H 2.235 0.319 1.319
H 1.747 -2.896 -2.093
H 0.284 1.645 0.306
H -2.983 2.563 -2.594
H 1.579 0.821 5.262



(6)
13
Properties=species:S:1:pos:R:3 method="wB97M-V/def2-TZVPD" spin_multiplicity=1 e_homo_ha=-0.3503 homo_lumo_gap_ha=0.33451 relative_energy_kj_mol=295.7
S 0.378 -1.554 -0.007
O 2.179 -1.054 0.559
O 2.136 -2.994 1.516
C -0.719 -0.494 -0.188
C 2.742 -1.992 1.288
C -0.992 0.903 -0.057
C -1.761 1.478 -1.245
H -2.540 0.706 -1.405
H -0.077 1.454 0.173
H 3.739 -1.709 1.771
H -2.353 2.390 -1.087
H -1.309 1.500 -2.189
H -1.422 1.366 0.871



(7)
48
Properties=species:S:1:pos:R:3 method="wB97M-V/def2-TZVPD" spin_multiplicity=1 e_homo_ha=-0.2863 homo_lumo_gap_ha=0.27221
O -1.033 3.319 0.841
O -0.916 3.654 -1.343
O 2.507 -1.728 -1.722
O -5.133 -0.303 -0.603
N -2.040 -0.601 -0.914
C -3.357 1.423 -0.705
C -4.398 0.651 0.170
C 2.614 0.376 1.818
C 1.664 1.544 -0.363
C -0.819 1.403 -0.554
C 2.174 1.660 1.103
C -3.790 0.058 1.471
C -0.912 -1.332 -0.917
C 0.413 0.700 -0.558
C -1.085 -2.837 -1.146
C 4.031 -0.164 1.377
C 2.787 1.302 -1.431
C -0.941 2.914 -0.338
C 1.806 -2.746 0.494
C -2.004 0.729 -0.726
C 0.325 -0.724 -0.727
B 1.587 -1.697 -0.708
H 2.267 0.998 -2.357
H -3.301 2.434 -0.284
H 1.852 -0.418 1.836
H 1.330 2.081 1.683
H 2.753 0.646 2.882
H -3.740 1.500 -1.736
H -2.931 -1.076 -1.031
H -2.163 -3.053 -1.245
H 1.296 -2.449 1.421
H -2.843 0.528 1.773
H 1.321 -3.690 0.173
H -0.667 -3.043 -2.148
H -0.616 -3.438 -0.366
H 4.460 0.592 0.703
H 3.349 -2.093 -1.424
H 4.706 -0.180 2.248
H -4.501 0.261 2.291
H 2.862 -3.001 0.658
H -5.121 1.421 0.491
H 3.990 -1.154 0.911
H 1.337 2.573 -0.606
H 2.956 2.439 1.131
H 3.455 0.474 -1.179
H 3.327 2.239 -1.615
H -5.138 -1.148 -0.137
H -3.721 -1.043 1.407



(8)
25
Properties=species:S:1:pos:R:3 method="wB97M-V/def2-TZVPD" spin_multiplicity=1 e_homo_ha=-0.2723 homo_lumo_gap_ha=0.30124 relative_energy_kj_mol=549.2
O 3.678 -0.287 -0.404
N 1.037 -0.533 0.708
N 0.458 0.370 -0.271
C 0.793 -0.143 2.086
C 0.691 -0.189 -1.607
C -2.050 -1.087 -0.075
C -1.402 0.280 -0.019
C -1.993 1.262 -0.997
C 3.035 0.433 0.310
H -1.439 0.688 0.990
H 0.697 -1.480 0.529
H 1.346 -0.816 2.740
H -0.254 -0.113 2.404
H 1.748 -0.399 -1.751
H 0.408 0.560 -2.343
H -1.641 -1.772 0.669
H -3.057 1.420 -0.795
H -1.486 2.221 -0.926
H -3.130 -1.027 0.095
H 3.270 0.472 1.399
H 1.157 0.870 2.265
H 1.831 1.058 -0.154
H -1.918 -1.546 -1.058
H 0.151 -1.126 -1.776
H -1.929 0.882 -2.019



(9)
16
Properties=species:S:1:pos:R:3 method="wB97M-V/def2-TZVPD" spin_multiplicity=1 e_homo_ha=-0.3347 homo_lumo_gap_ha=0.36527 relative_energy_kj_mol=633.4
O 0.488 -1.258 -0.565
O -0.578 1.266 -0.635
N -0.637 -1.591 0.250
N -1.722 0.607 -0.158
C 1.702 0.658 0.124
C -1.568 -0.696 0.290
C 1.544 -0.803 0.087
C 0.406 1.453 0.450
H 0.641 2.470 0.546
H 1.787 -1.046 1.155
H 2.671 1.013 0.530
H -2.275 1.160 0.343
H -2.437 -1.203 0.789
H 2.359 -1.274 -0.565
H 0.024 1.060 1.362
H 1.959 0.972 -0.910



(10)
93
Properties=species:S:1:pos:R:3 method="wB97M-V/def2-TZVPD" spin_multiplicity=1 e_homo_ha=-0.3259 homo_lumo_gap_ha=0.33696 smiles="CC[C@H](Br)N(B(N)O)S(=O)(=O)F.NC(N)=O.NC(N)=O.NC(N)=O.NC(N)=O.NC(N)=O.NC(N)=O.NC(N)=O.NC(N)=O.NC(N)=O"
Br -4.116 -5.206 -7.786
S -3.683 -5.902 -4.453
F -5.122 -6.452 -4.772
O 1.819 2.072 -0.001
O -2.585 -2.574 -3.993
O -8.726 -0.973 -4.565
O -3.601 -5.741 -3.039
O -2.796 -6.779 -5.124
O 6.843 2.032 1.293
O 3.607 -1.293 -1.423
O 2.688 2.796 4.745
O 6.128 -0.452 6.580
O -1.192 -0.250 -2.645
O -4.464 -0.298 -4.685
O 4.914 5.415 8.514
N 1.941 1.496 2.190
N -4.846 -2.966 -3.216
N 4.867 -3.116 -1.892
N 4.763 1.693 0.436
N 4.757 6.492 10.496
N -9.195 -0.107 -2.524
N 6.614 1.599 -0.925
N -3.663 1.273 -3.261
N 1.412 3.644 1.592
N 3.898 3.805 6.372
N 6.197 -2.498 7.549
N -10.526 0.390 -4.349
N 5.638 -1.493 -0.442
N 4.429 -1.059 7.948
N 0.825 -0.201 -1.585
N 2.958 6.444 9.052
N 0.333 -1.871 -3.084
N -3.701 -4.418 -5.096
N 4.505 1.729 5.586
N -4.174 1.812 -5.448
C 5.618 -1.283 7.313
C -9.434 -0.277 -3.861
C -4.544 -4.064 -6.257
C -4.124 0.859 -4.472
C -0.076 -0.733 -2.442
C -6.435 -2.455 -5.759
C 1.724 2.383 1.182
C 6.119 1.799 0.341
C 4.250 6.073 9.299
C -6.062 -3.927 -6.052
C 3.645 2.777 5.522
C 4.642 -1.926 -1.258
B -3.728 -3.302 -4.041
H -6.553 -4.273 -6.960
H -3.581 0.585 -2.535
H 5.703 6.239 10.706
H 1.880 1.761 3.162
H 3.283 4.592 6.337
H 6.033 1.405 -1.718
H 3.979 -0.178 7.781
H -5.615 -3.620 -3.229
H 1.229 -2.297 -2.941
H 5.294 1.677 6.205
H -4.160 -3.088 -6.545
H -3.894 2.763 -5.305
H 2.170 0.553 1.937
H 1.247 4.334 0.885
H -11.121 0.966 -3.787
H -3.364 2.211 -3.076
H -7.076 -2.017 -6.521
H 1.362 3.896 2.563
H 3.990 -1.727 8.552
H 6.492 -1.996 -0.296
H 4.150 -3.457 -2.503
H 5.796 -3.196 8.144
H -4.506 1.527 -6.350
H -2.706 -1.693 -3.606
H 4.351 1.828 1.342
H 4.237 7.034 11.159
H 2.409 6.984 9.693
H 0.593 0.643 -1.092
H -10.727 0.282 -5.325
H -6.930 -2.371 -4.800
H 4.667 3.838 7.016
H -5.188 -2.029 -3.407
H 1.736 -0.603 -1.437
H 4.354 0.957 4.965
H -6.440 -4.563 -5.256
H -9.765 0.459 -1.926
H 4.149 1.501 -0.340
H 7.608 1.652 -1.045
H -8.401 -0.583 -2.137
H 7.070 -2.684 7.092
H 5.498 -0.620 0.038
H -0.326 -2.284 -3.721
H 5.704 -3.653 -1.775
H 2.544 6.156 8.187
H -5.511 -1.877 -5.691



In the order shown, the computed LUMO values come out to -5.27 0.43 0.84 0.02 0.65 -0.43 -0.38 0.79 0.83 0.30 eV.
In the order shown, the computed max |F| values come out to 6.4 4.2 4.4 0.8 1.0 3.6 2.3 4.8 5.9 1.2 eV Å⁻¹.